# 1
C68H58N5OP4Se2Zn as an isolated structure. Source: the Open Molecules 2025 dataset; level of theory: wB97M-V/def2-TZVPD.

Summary:
Energy relative to the best compared isomer or geometry (same formula, charge and spin) in kcal/mol: 39.9
Net charge: +1
Molecular weight in g mol⁻¹: 1308.45

CARTESIAN COORDINATES (ANGSTROEM)
Se (0.936, -1.422, 2.019)
Se (-5.186, -3.651, -0.210)
Zn (0.996, -0.596, -0.591)
P (-4.843, -1.655, 0.332)
P (-1.127, -0.855, 2.166)
P (3.407, -1.159, -0.926)
P (0.543, 2.020, -1.221)
O (3.463, 1.683, -1.441)
N (-0.071, -4.830, -1.959)
N (-2.950, -1.023, -1.392)
N (-1.021, -0.746, -0.481)
N (-1.686, -0.775, -1.633)
N (0.735, -2.541, -1.508)
C (4.188, -1.947, 1.609)
C (2.412, 5.666, -1.553)
C (0.864, -5.877, -2.379)
C (-0.959, 3.186, -4.815)
C (-2.014, 2.260, -2.420)
C (7.248, 0.263, -0.658)
C (3.590, -4.635, 1.262)
C (-2.222, -3.311, 2.720)
C (-1.464, -5.189, -1.645)
C (3.751, -2.400, 0.362)
C (6.480, 4.520, -0.717)
C (1.447, 4.677, -1.456)
C (-5.261, -1.349, 2.084)
C (-0.644, 2.480, -2.523)
C (-0.030, 2.537, 0.454)
C (-5.926, -0.196, 2.512)
C (3.754, 5.316, -1.597)
C (-1.947, -2.044, 3.230)
C (6.150, -0.582, -0.626)
C (-1.877, -0.964, 0.539)
C (0.361, -3.612, -1.723)
C (5.821, 2.149, -1.217)
C (-6.238, 1.909, -1.092)
C (-5.449, 0.944, -0.485)
C (1.819, 3.338, -1.422)
C (-2.145, -1.764, 4.578)
C (-3.126, -1.155, -0.043)
C (-1.458, 0.842, 2.728)
C (-0.902, 3.232, 3.408)
C (7.075, 1.608, -0.950)
C (4.879, -0.078, -0.877)
C (3.445, -3.750, 0.201)
C (4.329, -2.832, 2.668)
C (-4.997, -2.360, 3.007)
C (-7.708, 0.184, -1.905)
C (-2.622, -2.758, 5.421)
C (-5.799, -0.403, -0.565)
C (4.030, -4.178, 2.495)
C (6.121, 3.770, -3.087)
C (4.556, -2.991, -2.748)
C (3.907, -3.120, -5.063)
C (3.612, -1.988, -2.534)
C (-1.945, 3.397, 4.500)
C (-5.345, -2.204, 4.342)
C (-2.703, -4.299, 3.567)
C (-2.329, 2.986, -4.693)
C (2.828, -1.547, -3.600)
C (0.940, 1.808, 2.638)
C (1.072, 2.211, 1.382)
C (2.978, -2.107, -4.862)
C (-2.897, -4.022, 4.917)
C (5.646, 3.609, -1.627)
C (3.172, 3.025, -1.478)
C (-5.975, -1.041, 4.767)
C (4.170, 3.990, -1.548)
C (4.697, -3.559, -4.007)
C (-2.683, 1.278, 2.445)
C (-0.384, 1.756, 3.348)
C (-7.374, 1.526, -1.802)
C (-1.203, 3.093, 0.777)
C (4.741, 1.277, -1.172)
C (-3.026, 2.747, 2.546)
C (-6.922, -0.783, -1.284)
C (-6.272, -0.042, 3.850)
C (-3.150, 3.127, 4.019)
C (-1.727, 3.506, 2.136)
C (-2.852, 2.516, -3.498)
C (-0.122, 2.928, -3.740)
H (-1.936, -0.771, 4.963)
H (-7.174, -1.836, -1.355)
H (7.174, 3.488, -3.180)
H (6.178, 4.408, 0.326)
H (6.367, 5.567, -1.000)
H (-2.933, -5.282, 3.175)
H (-6.795, 0.853, 4.168)
H (5.185, -3.333, -1.933)
H (5.536, 3.133, -3.755)
H (-3.271, -4.796, 5.578)
H (3.091, -4.111, -0.758)
H (-1.879, -5.759, -2.474)
H (4.136, -4.869, 3.323)
H (-1.510, -5.792, -0.737)
H (6.278, -1.632, -0.391)
H (-3.906, 2.992, 1.953)
H (-2.438, 1.839, -1.517)
H (2.364, -1.758, -5.684)
H (7.543, 4.284, -0.798)
H (-4.550, 1.236, 0.054)
H (-2.061, -4.288, -1.511)
H (1.031, -6.592, -1.572)
H (-1.693, 3.627, 5.532)
H (8.240, -0.124, -0.460)
H (0.946, 3.083, -3.851)
H (-1.953, 4.575, 2.096)
H (-6.260, -0.925, 5.807)
H (4.421, -0.897, 1.752)
H (-4.556, -3.286, 2.665)
H (0.452, -6.403, -3.239)
H (-5.141, -3.002, 5.046)
H (2.090, -0.767, -3.442)
H (-6.190, 0.580, 1.808)
H (6.008, 4.807, -3.414)
H (-0.055, 3.904, 3.522)
H (-5.966, 2.957, -1.024)
H (-3.914, 2.321, -3.403)
H (3.359, -5.686, 1.125)
H (-8.585, -0.115, -2.468)
H (5.433, -4.340, -4.168)
H (-0.220, 1.402, 4.369)
H (4.667, -2.469, 3.631)
H (2.124, 6.710, -1.590)
H (-0.541, 3.539, -5.750)
H (-4.092, 3.099, 4.561)
H (-2.984, 3.184, -5.535)
H (-2.781, -2.545, 6.471)
H (1.812, -5.428, -2.667)
H (1.829, 1.586, 3.219)
H (2.077, 2.243, 0.963)
H (4.495, 6.105, -1.677)
H (4.021, -3.563, -6.045)
H (-3.429, 0.590, 2.062)
H (-1.912, 3.287, -0.026)
H (0.395, 4.936, -1.403)
H (-2.072, -3.519, 1.666)
H (-7.992, 2.278, -2.279)
H (7.949, 2.249, -0.986)

Forces on atoms 1 to 3 (eV/Å):
0.2 0.1 -0.3
0.0 -0.2 0.0
0.1 0.0 0.4

Mulliken atomic charge list, values in e, 99 entries:
1. Se -0.1768
2. Se -0.3973
3. Zn 1.5328
4. P 0.7100
5. P 0.7096
6. P 0.9975
7. P 1.3338
8. O 0.0947
9. N 0.0352
10. N -0.5908
11. N 0.9756
12. N -0.8054
13. N -0.0740
14. C -0.5930
15. C -1.5508
16. C -0.9093
17. C -0.7647
18. C 0.1078
19. C -1.4990
20. C -0.7975
21. C -0.5233
22. C -0.8208
23. C 0.0516
24. C -1.9280
25. C -0.0877
26. C 0.7912
27. C 0.3454
28. C 0.4362
29. C -0.2076
30. C -0.1485
31. C 0.8731
32. C -0.0364
33. C -0.4198
34. C 0.1778
35. C 0.4984
36. C -0.7629
37. C 0.1069
38. C -0.2318
39. C -0.8887
40. C 0.6158
41. C -0.0651
42. C 0.1321
43. C -0.1741
44. C 0.3632
45. C -0.2087
46. C -0.5131
47. C -0.4549
48. C -0.5952
49. C -0.8547
50. C 0.5387
51. C -0.7507
52. C -1.6350
53. C -0.1173
54. C -0.6826
55. C 0.4010
56. C -1.2618
57. C -0.8256
58. C -0.3097
59. C -0.7826
60. C -0.1866
61. C -1.0582
62. C -1.3043
63. C -0.7765
64. C -0.4715
65. C 1.7489
66. C -0.1879
67. C -0.8987
68. C 0.4286
69. C -0.7894
70. C -0.6192
71. C 0.3728
72. C -0.7968
73. C -0.0396
74. C -0.7473
75. C -0.2121
76. C -1.1923
77. C -0.7329
78. C -0.9165
79. C -1.3963
80. C -0.9328
81. C -0.9446
82. H 0.4773
83. H 0.3885
84. H 0.4139
85. H 0.4036
86. H 0.4413
87. H 0.3957
88. H 0.4945
89. H 0.3348
90. H 0.3687
91. H 0.3995
92. H 0.2819
93. H 0.3423
94. H 0.4077
95. H 0.3296
96. H 0.5097
97. H 0.6930
98. H 0.1837
99. H 0.4847

# 2
C9H8N4 in the gas phase. Source: the Open Molecules 2025 dataset; level of theory: wB97M-V/def2-TZVPD.

Summary:
Energy relative to the best compared isomer or geometry (same formula, charge and spin) in kcal/mol: 4.6
Net charge: 0
Molecular weight in g mol⁻¹: 172.19
SMILES string: Nc1ccnc(-c2ccncc2)n1

CARTESIAN COORDINATES (ANGSTROEM)
N (-1.055, -0.706, -0.040)
N (-3.177, -1.676, -0.152)
N (-0.736, 1.607, -0.050)
N (3.959, -0.333, -0.129)
C (-2.071, 1.759, -0.006)
C (-2.976, 0.714, -0.004)
C (1.186, 0.127, 0.016)
C (-0.285, 0.353, -0.032)
C (2.100, 1.198, 0.005)
C (3.466, 0.907, -0.067)
C (1.677, -1.159, 0.049)
C (3.084, -1.326, 0.011)
C (-2.400, -0.564, -0.038)
H (-4.138, -1.577, 0.198)
H (-2.329, 2.785, -0.037)
H (-4.038, 0.837, 0.022)
H (-2.653, -2.494, 0.047)
H (0.960, -1.983, 0.163)
H (3.506, -2.350, 0.086)
H (4.243, 1.673, -0.156)
H (1.678, 2.208, 0.113)

Forces on atoms 1 to 3 (eV/Å):
-1.5 -1.5 0.0
-0.6 0.8 0.3
-0.1 -0.1 0.2

natural (NBO) atomic charges, in units of e:
1. N -0.5215
2. N -0.7800
3. N -0.4897
4. N -0.4137
5. C 0.0953
6. C -0.3631
7. C -0.0627
8. C 0.4201
9. C -0.2288
10. C 0.0240
11. C -0.2328
12. C 0.0383
13. C 0.4244
14. H 0.3936
15. H 0.1988
16. H 0.2202
17. H 0.4001
18. H 0.2432
19. H 0.1909
20. H 0.1970
21. H 0.2464

# 3
C4H2F2I2O as an isolated structure. Source: the Open Molecules 2025 dataset; level of theory: wB97M-V/def2-TZVPD.

Summary:
Energy relative to the best compared isomer or geometry (same formula, charge and spin) in kcal/mol: 48.3
Net charge: 0
Molecular weight in g mol⁻¹: 357.86

CARTESIAN COORDINATES (ANGSTROEM)
I (1.428, -0.418, -2.700)
I (2.509, -0.151, 1.533)
F (-1.262, -1.312, -1.616)
F (-0.280, -1.058, 2.087)
O (0.261, -1.239, -0.031)
C (-0.143, -0.664, -1.202)
C (-0.373, 0.951, 0.806)
C (-0.674, 1.105, -0.445)
C (0.362, -0.492, 1.092)
H (-0.555, 1.656, 1.656)
H (-1.272, 1.621, -1.181)

Forces on atoms 1 to 3 (eV/Å):
-0.9 -0.4 0.6
-0.8 -0.2 0.1
1.0 0.3 -0.4

natural (NBO) atomic charges, in units of e:
1. I 0.1176
2. I 0.0424
3. F -0.3416
4. F -0.3185
5. O -0.5663
6. C 0.4890
7. C -0.3056
8. C -0.1756
9. C 0.5645
10. H 0.2526
11. H 0.2414

Number 1: HOMO energy -9.6306 eV, E -297217.5591 eV, strongest force on any atom 0.7 eV/A. Number 2: HOMO energy -9.1782 eV, E -15423.5355 eV, strongest force on any atom 2.1 eV/A. Number 3: HOMO energy -9.7424 eV, E -27861.0926 eV, strongest force on any atom 4.9 eV/A.